[1]
Density functional theory data (the ωB97M-V functional and the def2-TZVPD basis) for a cluster of 10 separate species, C33H52N3O17 in total in a non-equilibrium geometry.

Last column: Mulliken charge in e.
Element x y z (Å)
C1 1.91171 0.82965 -1.97776  -0.77
C2 0.71505 0.69696 -1.11979  0.73
O1 -0.24311 1.50101 -1.04453  -0.60
N1 0.58801 -0.64885 -0.26108  0.76
H1 -0.18807 -1.14935 -0.52920  0.01
H2 1.62696 -1.21135 -0.29625  0.35
C3 0.16341 -0.34241 1.29710  -0.10
H3 2.86502 0.62170 -1.42406  0.22
H4 2.31810 1.77761 -2.32441  -0.22
H5 1.92441 0.24259 -2.78474  0.59
H6 0.96711 0.24811 1.67618  0.40
H7 0.34547 -1.46218 1.73087  0.07
H8 -0.86254 0.01262 1.54839  -0.08
N2 3.89527 0.23204 1.44627  1.00
O2 4.56747 0.60267 0.38538  -0.69
O3 3.65801 1.09452 2.25288  -0.63
O4 4.14529 -0.86877 1.83995  -0.63
N3 2.98051 -2.85555 -1.86480  0.70
O5 3.52622 -1.94369 -2.51956  -0.57
O6 2.39845 -2.60790 -0.83272  -0.47
O7 3.40445 -3.99260 -1.90364  -0.69
C4 -3.50123 0.87623 -0.81111  -1.20
C5 -4.67733 -0.18852 -0.56026  0.62
C6 -5.53171 -0.24965 -1.88510  -1.63
O8 -4.17925 -1.41011 -0.32145  -0.48
H9 -3.81148 1.75745 -1.15925  0.84
H10 -2.91645 0.27052 -1.44827  0.16
H11 -3.06554 0.74194 0.15879  -0.04
H12 -5.50181 0.02695 0.37143  0.30
H13 -6.55677 -0.78635 -1.70296  0.29
H14 -5.04949 -0.87175 -2.57299  0.27
H15 -5.76338 0.65258 -2.10613  0.61
H16 -4.67356 -1.84402 0.33006  0.27
C7 5.84694 2.52096 -5.43127  -1.15
C8 5.18336 2.44722 -4.05562  0.59
C9 4.38575 3.68055 -3.61312  -0.77
O9 4.50038 1.26252 -3.92706  -0.37
H17 6.36653 3.50422 -5.51847  0.34
H18 5.07008 2.39464 -6.39875  0.20
H19 6.54893 1.67602 -5.66071  0.38
H20 5.96296 2.51945 -3.26470  0.08
H21 4.89695 4.68584 -3.71672  0.36
H22 3.66264 3.58585 -2.73701  0.29
H23 3.47414 3.82743 -4.51040  -0.15
H24 4.95551 0.47434 -4.15644  0.26
C10 1.71222 -5.19480 3.42939  -1.71
C11 1.03768 -4.12582 2.68163  0.55
C12 -0.33493 -4.53769 2.05428  -1.37
O10 0.93842 -2.96854 3.51372  -0.40
H25 1.95299 -5.87903 2.67408  0.46
H26 1.10756 -5.76553 4.25324  0.22
H27 2.36254 -4.72981 3.97202  0.63
H28 1.55405 -3.87850 1.79681  0.27
H29 -0.79265 -4.83522 3.12527  0.36
H30 -0.15392 -5.20689 1.48940  0.91
H31 -0.69355 -3.61053 1.50007  -0.19
H32 1.92602 -2.85381 3.72639  0.32
C13 -2.21653 -2.66970 -3.53745  -1.32
C14 -1.75670 -3.07185 -2.16122  0.71
C15 -0.40072 -3.87625 -2.18605  -1.44
O11 -1.55575 -2.00607 -1.33495  0.22
H33 -1.98396 -3.45100 -4.30421  0.35
H34 -1.81159 -1.73037 -3.71704  0.27
H35 -3.29038 -2.33904 -3.32531  0.24
H36 -2.67002 -3.57175 -1.67598  0.17
H37 0.30623 -3.11823 -2.66297  0.22
H38 -0.42434 -4.76589 -2.62469  0.70
H39 0.11519 -4.01466 -1.23570  0.15
H40 -2.42188 -1.69171 -1.24397  -0.56
C16 -2.04096 2.67223 -6.01574  -0.66
C17 -2.10282 2.50236 -4.43729  -0.58
C18 -0.89476 3.07353 -3.64054  0.32
O12 -0.86033 2.97291 -2.42000  -0.47
C19 0.29517 3.35405 -4.41139  -0.20
C20 0.22654 3.59659 -5.78323  -0.53
C21 -0.96776 3.23414 -6.63184  0.47
O13 -0.96662 3.63738 -7.83341  -0.62
H41 -2.75350 2.18857 -6.55216  0.48
H42 -2.86134 2.04744 -4.04177  0.82
H43 1.10035 3.50917 -3.70174  0.26
H44 0.99847 3.97667 -6.19585  0.65
C22 -0.25037 3.47584 6.48941  -0.53
C23 -1.01399 2.75577 5.30432  -0.36
C24 -0.18373 2.56909 4.05520  0.43
O14 -0.78192 2.02558 3.09721  -0.37
C25 1.26342 2.90538 4.00644  0.07
C26 1.81177 3.71893 5.02523  -0.30
C27 1.11997 4.10101 6.27437  0.24
O15 1.70332 4.79675 7.14285  -0.58
H45 -0.63055 3.64384 7.52137  0.36
H46 -2.04817 2.47571 5.29969  0.55
H47 1.99002 3.02637 3.10559  0.15
H48 2.71903 4.18876 4.63449  0.36
C28 -3.41242 0.12377 4.55264  -0.39
C29 -3.95108 0.18968 5.98554  -0.54
C30 -3.17763 -0.73924 7.06229  0.50
O16 -3.73148 -0.81643 8.26987  -0.59
C31 -2.02724 -1.57853 6.55582  -0.80
C32 -1.67850 -1.57142 5.08329  -0.17
C33 -2.36541 -0.79283 4.08017  0.55
O17 -2.09341 -1.01709 2.90692  -0.38
H49 -3.96851 0.86776 3.84223  0.29
H50 -4.62309 0.96031 6.36858  0.42
H51 -1.61011 -2.18806 7.37880  0.39
H52 -1.07174 -2.32444 4.81895  0.59

The calculation puts the gap between HOMO and LUMO at 3.761 eV. As for the total charge: -1. Its energy is -74314.28122 eV. The LUMO energy is -0.96 eV. The value obtained for the largest force on an atom is 14.72 eV/A. As for the energy above the lowest of the compared OMol25 structures with the same formula, charge and spin: 417.7 kJ/mol.


[2]
Density functional theory data (the ωB97M-V functional and the def2-TZVPD basis) for a structure of composition C33H53BN8P2PbS3 in a non-equilibrium geometry.

Last column: Mulliken charge in e.
Element x y z (Å)
Pb1 -0.23882 0.12070 -0.24968  0.73
C1 2.03703 0.88229 4.42140  -1.53
C2 1.40490 1.24161 3.08334  1.87
C3 0.93249 2.69073 3.04129  -1.61
P1 0.06584 0.07631 2.45551  0.46
C4 -1.41446 0.08499 3.61275  0.68
C5 -2.42557 1.10173 3.07734  -1.11
C6 -1.18941 0.35175 5.09739  -1.67
C7 0.92548 -1.52656 2.58905  0.04
C8 0.97635 -2.23946 3.77997  -0.43
C9 1.82806 -3.31576 3.94587  -0.97
C10 2.71695 -3.61743 2.92323  -0.94
C11 2.65882 -2.95506 1.72134  -0.81
C12 1.68762 -1.96392 1.47181  -0.02
N1 1.51503 -1.37786 0.26503  1.65
C13 2.20169 -1.78010 -0.86490  -1.24
C14 2.37499 -3.11328 -1.25149  -0.05
C15 3.05674 -3.43170 -2.40825  -1.25
C16 3.57910 -2.43401 -3.21245  -1.41
C17 3.39587 -1.10772 -2.86008  -0.80
C18 2.71086 -0.76431 -1.70420  0.79
P2 2.46445 0.92222 -1.03811  0.97
C19 4.21985 1.34305 -0.47944  0.36
C20 4.58021 0.39788 0.66406  -1.25
C21 5.31136 1.33163 -1.54302  -1.47
C22 2.07663 2.07693 -2.47570  2.94
C23 2.69810 1.86744 -3.84883  -1.96
C24 2.27309 3.50779 -1.98305  -1.82
H1 3.02003 1.34479 4.50645  0.40
H2 2.16233 -0.19571 4.50737  0.34
H3 1.42921 1.23691 5.24894  0.38
H4 2.16300 1.11447 2.29658  -1.10
H5 0.20840 2.89289 3.82877  0.27
H6 0.47050 2.90665 2.07799  0.26
H7 1.78100 3.36007 3.18026  0.46
H8 -1.83105 -0.91938 3.46441  0.61
H9 -2.04574 2.11821 3.17284  0.18
H10 -3.35485 1.03035 3.64227  0.61
H11 -2.64490 0.90471 2.03077  -0.05
H12 -0.91898 1.39289 5.25724  0.27
H13 -0.41600 -0.27477 5.52877  0.36
H14 -2.11776 0.16640 5.63795  0.47
H15 0.32889 -1.94865 4.59201  0.26
H16 1.84630 -3.87255 4.87124  0.42
H17 3.46076 -4.38558 3.06963  0.41
H18 3.37807 -3.18837 0.95059  0.52
H19 1.96090 -3.90891 -0.65011  0.76
H20 3.19188 -4.46709 -2.68277  0.42
H21 4.13695 -2.67909 -4.10587  0.43
H22 3.80871 -0.33916 -3.48940  0.57
H23 4.13495 2.35913 -0.07536  0.66
H24 4.69899 -0.62130 0.30349  0.28
H25 3.80329 0.39186 1.42468  0.01
H26 5.51307 0.70829 1.13248  0.58
H27 5.34087 0.37531 -2.06128  0.27
H28 6.28197 1.48569 -1.06924  0.47
H29 5.17293 2.13119 -2.26791  0.26
H30 0.99658 1.92500 -2.59295  -1.87
H31 3.78485 1.87441 -3.82782  0.25
H32 2.36876 2.67177 -4.50655  0.52
H33 2.34892 0.93105 -4.27394  0.43
H34 3.32733 3.77183 -1.93877  0.33
H35 1.84400 3.63432 -0.98878  0.37
H36 1.78361 4.20631 -2.65971  0.49
N2 -1.49847 2.29890 -1.54822  -0.05
N3 -1.47255 2.31603 -2.95713  -0.15
C25 -1.45665 1.13998 -3.64071  0.20
N4 -1.94413 1.18869 -4.89808  -0.44
S1 -0.68764 -0.25308 -3.14102  -0.32
H37 -2.45489 2.07187 -1.24544  -0.17
H38 -1.24188 3.21925 -1.20612  0.25
H39 -2.10479 3.00226 -3.37251  0.37
H40 -2.73496 1.78532 -5.09274  0.26
H41 -1.94605 0.30449 -5.38115  0.25
C26 -4.89749 3.47061 -0.32794  -0.95
N5 -4.91116 2.06463 -0.05609  0.41
C27 -5.25370 1.47511 1.13906  -0.73
C28 -5.32512 0.14510 0.91389  -0.55
N6 -5.05777 -0.10318 -0.40376  -0.15
B1 -5.34893 -1.44570 -1.10469  0.56
N7 -4.07039 -2.31852 -1.33426  0.56
C29 -4.13493 -3.33911 -2.23548  -0.80
C30 -2.98299 -4.05040 -2.17695  -0.45
N8 -2.20107 -3.45324 -1.22841  0.24
C31 -0.89610 -3.88683 -0.82396  -0.78
C32 -2.88588 -2.39362 -0.73122  -0.70
S2 -2.31015 -1.44506 0.57472  -0.17
C33 -4.79991 1.07506 -0.99024  -0.24
S3 -4.35063 1.38450 -2.57059  -0.41
H42 -5.89381 3.89417 -0.17755  0.35
H43 -4.61468 3.61056 -1.37304  0.32
H44 -4.18874 3.98879 0.31975  0.31
H45 -5.40556 2.05479 2.02547  0.56
H46 -5.55465 -0.65083 1.59251  0.53
H47 -5.79055 -1.22534 -2.18626  -0.16
H48 -6.08679 -2.05822 -0.39041  -0.20
H49 -5.01126 -3.47203 -2.83480  0.51
H50 -2.64649 -4.90009 -2.73553  0.43
H51 -0.68489 -4.84608 -1.29257  0.29
H52 -0.85252 -3.99197 0.26167  0.36
H53 -0.14284 -3.16064 -1.13469  0.22

The calculation puts the gap between HOMO and LUMO at 6.597 eV. Its energy is -104012.10771 eV. The LUMO energy is 0.19 eV. The value obtained for the largest force on an atom is 1.49 eV/A. As for the energy above the lowest of the compared OMol25 structures with the same formula, charge and spin: 74.3 kJ/mol.


[3]
Density functional theory data (the ωB97M-V functional and the def2-TZVPD basis) for a structure of composition C33H53BrHoN5O3SSi in a non-equilibrium geometry.

Last column: Mulliken charge in e.
Element x y z (Å)
Ho1 0.44329 2.09440 -0.48504  0.42
O1 0.10981 4.26172 -0.66123  -0.54
C1 1.19701 4.85487 -0.20446  -0.06
N1 1.16827 5.67036 0.82503  -0.58
C2 0.02225 5.37550 1.69332  -0.75
C3 0.26969 4.14364 2.52211  0.65
C4 -0.28990 4.16956 3.82293  -1.03
C5 0.01003 3.19687 4.72916  -0.49
C6 0.92681 2.22298 4.34937  -0.82
C7 1.30199 2.14075 3.00344  -0.60
N2 0.89797 3.03979 2.00436  0.28
C8 2.51558 4.26430 -0.61906  0.86
C9 3.66700 5.00051 -0.49492  -0.48
C10 4.88942 4.46651 -0.95791  -0.40
C11 4.88127 3.15972 -1.46105  -0.69
C12 3.73400 2.38384 -1.39791  -0.30
N3 2.58473 2.91956 -0.88906  0.22
H1 -1.00410 5.45564 1.31063  0.28
H2 0.07786 6.16003 2.45114  0.53
H3 -0.97157 4.94030 4.03869  0.53
H4 -0.37186 3.24732 5.70090  0.54
H5 1.28741 1.51306 5.05218  0.47
H6 1.91807 1.33475 2.64610  0.68
H7 3.52864 6.01896 -0.09844  0.52
H8 5.81269 5.07754 -0.78523  0.40
H9 5.78899 2.74909 -1.91960  0.40
H10 3.73051 1.29215 -1.61374  0.42
O2 -0.00888 1.36215 -2.45748  -0.21
S1 -0.83708 2.20811 -3.45103  0.44
C13 0.24476 2.34278 -4.93385  -0.47
C14 -0.49865 1.61971 -6.03956  -0.77
C15 -1.24026 0.47919 -5.31924  -0.57
C16 -2.03629 1.01589 -4.13522  -0.45
H11 1.19795 1.72682 -4.74917  0.21
H12 0.47858 3.41045 -5.15847  0.46
H13 0.22535 1.18295 -6.80047  0.33
H14 -1.14292 2.27040 -6.60997  0.34
H15 -0.51205 -0.25748 -5.05472  0.21
H16 -1.92892 -0.01413 -6.03611  0.45
H17 -2.24592 0.25199 -3.31734  0.17
H18 -2.94791 1.56322 -4.36664  0.45
N4 -1.63072 1.80944 0.24056  -0.41
C17 -2.81325 1.72212 0.26583  0.48
N5 -4.11813 1.55335 0.38677  0.19
C18 -5.08066 1.80319 -0.70638  -0.34
C19 -6.42506 2.32970 -0.19248  -0.85
O3 -6.90381 1.56658 0.92349  -0.38
C20 -6.01154 1.73316 2.03903  -0.61
C21 -4.71443 0.96634 1.67134  -0.52
H19 -5.26257 0.80167 -1.13724  0.28
H20 -4.62730 2.52242 -1.40934  0.43
H21 -7.22760 2.29886 -0.98618  0.34
H22 -6.37178 3.32873 0.10275  0.42
H23 -6.53340 1.23340 2.85826  0.35
H24 -5.85173 2.78644 2.38655  0.31
H25 -5.02614 -0.06299 1.42206  0.29
H26 -4.02088 1.05946 2.51478  0.45
C22 -1.18693 -3.21637 1.92532  -1.75
C23 0.35546 -3.20041 2.14773  2.40
C24 0.66693 -1.92013 2.99005  -1.95
C25 0.85144 -4.44291 2.91909  -1.69
Si1 1.08663 -3.03872 0.38519  -0.67
Br1 0.72606 -0.87519 -0.47835  0.28
C26 -0.00966 -4.10360 -0.90129  1.97
C27 0.78926 -4.23688 -2.23720  -1.77
C28 -1.37040 -3.42818 -1.33232  -1.77
C29 -0.45722 -5.47154 -0.34693  -1.52
C30 2.98882 -3.38578 0.62882  1.95
C31 3.63165 -2.64847 1.83158  -1.97
C32 3.34843 -4.91315 0.69032  -1.58
C33 3.85272 -2.76579 -0.58025  -1.69
H27 -1.68125 -3.16380 2.88590  0.63
H28 -1.54465 -4.13096 1.45828  0.23
H29 -1.57011 -2.31518 1.38823  0.11
H30 0.01382 -2.00748 3.92780  0.46
H31 0.25848 -1.02743 2.52185  0.22
H32 1.68598 -1.87020 3.30052  0.37
H33 0.42714 -4.41145 3.91944  0.48
H34 1.91596 -4.37819 3.04457  0.38
H35 0.54258 -5.36756 2.50452  0.32
H36 0.87181 -3.42859 -2.94629  0.28
H37 0.33898 -5.01225 -2.86731  0.47
H38 1.78702 -4.50910 -2.07460  0.37
H39 -1.17043 -2.62696 -2.03307  0.33
H40 -2.01127 -3.10773 -0.52391  0.31
H41 -2.00006 -4.18475 -1.83638  0.47
H42 0.38709 -6.05107 0.10294  0.24
H43 -0.88887 -6.06729 -1.16808  0.56
H44 -1.22254 -5.35325 0.40826  0.38
H45 3.38877 -3.09755 2.76546  0.46
H46 3.44307 -1.56683 1.86777  0.14
H47 4.65779 -2.78791 1.66668  0.77
H48 3.20124 -5.32735 1.71463  0.29
H49 4.41447 -4.90099 0.39656  0.52
H50 2.86117 -5.52169 -0.00657  0.35
H51 3.56013 -1.72521 -0.84024  -0.01
H52 3.98281 -3.33629 -1.50537  0.36
H53 4.82301 -2.84346 -0.22554  0.78

The calculation puts the gap between HOMO and LUMO (spin up / spin down) at 8.311 / 8.391 eV. As for the total charge: +2. Its energy is -163215.42270 eV. The LUMO energy (spin up / spin down) is -5.00 / -4.92 eV. The value obtained for the largest force on an atom is 4.01 eV/A. As for the spin multiplicity: 5. As for the expectation value of S²: 6.004.